DFT (ωB97M-V/def2-TZVPD) results for a 2-piece molecular cluster, C5H13N overall in a non-equilibrium geometry.

CARTESIAN COORDINATES (ANGSTROEM)
N  1.8653  0.7644  1.4120
C  -0.5032  -0.7899  -0.5188
C  -1.0291  -2.0928  0.0471
C  0.6739  1.5505  -0.7398
C  -0.7065  1.0261  -0.9490
C  -1.1861  0.2946  0.2141
H  -0.5207  -0.9996  -1.6238
H  -0.6370  0.2791  1.3008
H  2.0089  1.6418  1.9540
H  -1.4473  1.2499  -1.6609
H  0.5731  -0.9277  -0.2974
H  -2.1932  -0.0147  0.4828
H  1.4460  1.4121  -1.5419
H  1.3181  0.9927  0.0964
H  -0.0662  -2.7011  0.1346
H  -1.8297  -2.7363  -0.2670
H  0.7442  2.6336  -0.5021
H  -1.2091  -1.8110  1.1447
H  2.6988  0.2283  1.3140

Results
Multiplicity   2
Charge   +1
Lowest unoccupied orbital energy (spin up / spin down)   -5.07 / -5.40 eV
Relative energy (zero: lowest compared OMol25 entry of this formula, charge and spin)   117.8 kcal/mol
<S²>   0.7558

natural (NBO) atomic charge list, values in e, 8 entries:
1 N -0.705
2 C -0.485
3 C -0.559
4 C -0.702
5 C 0.213
6 C -0.439
7 H 0.323
8 H 0.302

---

DFT (ωB97M-V/def2-TZVPD) results for C32H57As3MnN7S as an isolated structure.

CARTESIAN COORDINATES (ANGSTROEM)
As  1.0456  0.6643  -2.9292
As  -0.9235  -1.4084  -0.7320
As  -2.9383  -1.6669  -5.8511
Mn  0.5365  -0.2750  1.6473
S  1.3952  -3.7822  4.4565
N  -2.2414  -0.2157  3.5829
N  -3.4601  0.9193  2.1254
N  2.2139  -0.0822  3.2472
N  1.3698  1.5544  0.7427
N  3.4334  2.8077  0.4329
N  -1.0410  1.1261  2.1208
N  3.3375  0.6629  -0.1244
C  2.2494  0.9511  -4.4500
C  -2.9342  -0.2821  -4.4172
C  -0.0614  -3.1517  -0.9120
C  3.4367  -1.4026  4.8140
C  -1.8485  -0.0593  -3.3437
C  0.0545  -4.3114  3.5498
C  -1.5568  -1.3807  -2.6157
C  0.9015  2.5577  -2.4311
C  1.4611  -2.3150  3.5379
C  4.0424  0.8814  4.4443
C  -3.6083  -0.6385  3.8455
C  -2.6123  -1.9298  0.1162
C  4.2552  -0.3299  5.0958
C  -2.3996  0.9776  -2.3594
C  -0.3018  -3.4046  2.5936
C  -4.4281  0.4000  3.0847
C  0.5007  -2.2195  2.5531
C  2.6063  1.7049  0.3784
C  2.9377  -0.7195  -0.0161
C  -3.2729  -3.2946  -4.7980
C  -3.9174  1.8919  1.1558
C  3.0569  4.2111  0.4812
C  -1.2315  -0.3536  4.6114
C  4.7499  0.9989  -0.1498
C  -0.5924  0.5055  -4.0230
C  2.4047  -1.2531  3.8826
C  0.5580  2.6845  1.1951
C  4.6817  2.5078  -0.2663
C  -1.0544  -2.0584  -6.2564
C  3.0133  0.9495  3.5284
C  -0.9057  2.2687  1.2319
C  -2.1867  0.6853  2.5618
H  3.5853  -2.3552  5.3039
H  -2.4606  -2.0361  1.1896
H  4.6552  1.7485  4.6435
H  5.2462  0.6900  0.7789
H  3.2223  1.2855  -4.0897
H  1.9219  -0.8397  -0.3962
H  -1.1368  -3.6004  1.9335
H  0.2337  -3.5358  0.0603
H  2.4367  4.4328  1.3430
H  -0.4635  -2.2944  -5.3725
H  -0.8127  1.4851  -4.4584
H  3.0278  -1.1068  1.0060
H  -3.8889  -0.4757  -3.9139
H  -2.9881  -2.8652  -0.3000
H  -2.6698  1.9025  -2.8725
H  -3.3444  -1.1379  -0.0481
H  -4.7910  1.1992  3.7411
H  -1.5009  3.1242  1.5642
H  4.6231  2.8263  -1.3145
H  -3.5238  -4.0952  -5.4930
H  1.8638  2.8806  -2.0297
H  -3.2503  1.9421  0.3036
H  -0.8012  -1.9522  -3.1592
H  -0.5953  -1.2373  -6.8047
H  3.9766  4.7843  0.5862
H  0.6602  3.1658  -3.3033
H  -0.3013  -0.1473  -4.8445
H  0.1403  2.6969  -1.6654
H  -3.0743  0.6593  -4.9570
H  -1.2021  2.0299  0.2051
H  -2.4111  -3.6014  -4.2073
H  -2.4594  -1.9947  -2.5989
H  -4.1295  -3.1406  -4.1414
H  0.6366  3.5432  0.5275
H  -1.5899  0.0845  5.5481
H  2.5519  4.5458  -0.4299
H  3.5818  -1.3141  -0.6638
H  5.2497  0.5247  -0.9929
H  0.8528  3.0053  2.2030
H  2.8139  1.8680  2.9885
H  1.8432  1.7008  -5.1301
H  -3.2899  0.5949  -1.8549
H  -3.8114  -0.6275  4.9159
H  -5.2818  -0.0334  2.5651
H  -0.3272  0.1656  4.3056
H  -0.7345  -3.8547  -1.4045
H  5.0554  -0.4322  5.8170
H  -1.6473  1.2118  -1.6009
H  0.8325  -3.0287  -1.5251
H  -3.7797  -1.6518  3.4726
H  2.3859  0.0144  -4.9893
H  -0.9881  -1.4035  4.7740
H  -0.3972  -5.2676  3.7624
H  -1.0621  -2.9312  -6.9099
H  5.5186  3.0158  0.2096
H  -4.8917  1.5678  0.7902
H  -4.0346  2.8890  1.5908

Results
Multiplicity   6
Charge   +1
Lowest unoccupied orbital energy (spin up / spin down)   -1.81 / -1.94 eV
<S²>   8.7586

Mulliken atomic charge list, values in e, 8 entries:
1 As 0.692
2 As 1.544
3 As 0.309
4 Mn 0.270
5 S -0.301
6 N 0.390
7 N 0.297
8 N 0.489

---

DFT (ωB97M-V/def2-TZVPD) results for C4H8N4 as an isolated structure in a non-equilibrium geometry.

CARTESIAN COORDINATES (ANGSTROEM)
N  1.9458  -0.2647  -0.2217
N  -0.5392  0.5224  -0.3356
N  2.0896  -0.5146  1.1361
N  -1.1778  0.5689  0.8347
C  -2.2354  -0.2614  0.6983
C  -2.2566  -0.9086  -0.5148
C  0.7199  1.1071  -0.4644
C  -1.1575  -0.3637  -1.1859
H  1.2214  -0.2043  1.7976
H  0.8027  1.8840  0.2306
H  -0.6185  -0.8205  -2.0247
H  2.8735  -0.0112  1.5225
H  2.9225  0.0244  -0.6425
H  -2.7171  -1.8090  -0.8727
H  -2.9574  -0.3687  1.4859
H  1.0843  1.4195  -1.4435

Results
Multiplicity   1
Lowest unoccupied orbital energy   0.95 eV
Relative energy (zero: lowest compared OMol25 entry of this formula, charge and spin)   90.7 kcal/mol

natural (NBO) atomic charge list, values in e, 8 entries:
1 N -0.476
2 N -0.198
3 N -0.671
4 N -0.278
5 C -0.055
6 C -0.335
7 C -0.066
8 C -0.033